Density functional theory data (ωB97M-V/def2-TZVPD) for a molecular structure, C19H15CoF11N4O5S2Te.

Structure (XYZ):
```
58
C19H15CoF11N4O5S2Te | the OMol25 dataset | ωB97M-V/def2-TZVPD
Co 0.79833 0.43880 0.33825
C 3.30847 0.82476 -1.90472
C 2.12246 1.72752 -2.04568
C 2.12402 2.68556 -3.06156
C 1.02211 3.47866 -3.28475
C -0.11150 3.28025 -2.50839
C -0.06403 2.33402 -1.51319
N 1.04849 1.60345 -1.25054
C -1.21739 2.00192 -0.66621
C -2.48847 2.54072 -0.72494
C -3.42671 2.10761 0.19819
C -3.08658 1.18693 1.17600
C -1.79939 0.67876 1.17865
N -0.94015 1.07120 0.24351
C -1.22703 -0.30439 2.10824
C -1.94052 -0.83480 3.15246
C -1.34719 -1.82648 3.92335
C -0.07689 -2.23727 3.60200
C 0.62981 -1.64540 2.54967
C 2.03202 -2.10968 2.31073
N 0.05033 -0.67512 1.82122
H 3.85245 0.81487 -2.84659
H 3.00805 -0.19033 -1.65799
H 3.99461 1.17229 -1.13359
H 3.00932 2.78110 -3.67366
H 1.02668 4.21966 -4.07222
H -1.01497 3.84452 -2.68302
H -2.75022 3.27300 -1.47336
H -4.43448 2.49830 0.15988
H -3.81151 0.87203 1.91093
H -2.94754 -0.50024 3.35034
H -1.88141 -2.27598 4.74905
H 0.41039 -3.02125 4.16349
H 2.12017 -3.13512 2.66295
H 2.73357 -1.50473 2.88664
H 2.31714 -2.07956 1.26812
F -4.35634 -3.39970 -0.65037
C -4.01583 -2.12927 -0.57036
F -3.72064 -1.83634 0.70525
F -5.03813 -1.36684 -0.94397
S -2.58501 -1.74965 -1.67625
O -2.48169 -0.31664 -1.67907
O -2.81943 -2.43754 -2.89914
N -1.45556 -2.44523 -0.78591
S 0.06290 -2.34884 -0.96038
O 0.56953 -0.93992 -0.94489
O 0.76854 -3.25900 -0.12389
C 0.51681 -2.76560 -2.71098
F 0.20348 -1.75546 -3.51442
F -0.12868 -3.85257 -3.07896
F 1.82613 -2.97567 -2.75996
F 4.28271 0.31880 2.89913
Te 3.19033 1.46928 1.91705
F 1.09777 1.81620 1.56391
F 3.02320 3.23338 1.39286
F 2.46145 1.63548 3.59774
F 4.86800 1.83236 1.19532
O 2.68800 0.17722 0.77400
```

Output
molar mass = 839.00 g mol⁻¹
multiplicity = 1
relative energy (zero: lowest compared OMol25 entry of this formula, charge and spin) = 0.0000 eV
charge = +1
E_HOMO = -12.57 eV

Atomic partial charges in e from the natural (NBO) method, atoms 1 to 6: number 1, Co, carries 1.297; number 2, C, carries -0.660; number 3, C, carries 0.295; number 4, C, carries -0.219; number 5, C, carries -0.108; number 6, C, carries -0.203